A molecular structure, C14H21BrIrN2O3S4 in a non-equilibrium geometry, computed with ωB97M-V with the def2-TZVPD basis set.

For the HOMO-LUMO gap (alpha / beta), the calculation gives 8.06 / 6.80 eV. The total energy comes out at -5151.848830 hartree. The calculation puts the HOMO energy (alpha / beta) at -14.97 / -14.98 eV. As for the total charge: +2. Its expectation value of S² is 0.7577. As for the multiplicity: 2. The value obtained for the LUMO energy (alpha / beta) is -6.92 / -8.18 eV. Its energy above the lowest of the compared OMol25 structures with the same formula, charge and spin is 1.3367 eV.

Positions of all 46 atoms, in Å:
Ir -0.34989 0.38923 -0.79290
C 1.97180 -2.05779 -1.24055
C 0.59448 -2.58126 -1.58548
S -0.57038 -1.35493 -2.24631
C 0.25275 -0.81449 -3.78834
C 0.24512 0.69682 -3.88596
S 0.87994 1.54944 -2.41769
C 2.61273 0.99728 -2.37090
C 2.98718 0.59780 -0.95986
S 1.83625 -0.56982 -0.19885
H 2.55468 -1.82344 -2.13075
H 2.52706 -2.80826 -0.67912
H 0.08122 -2.97770 -0.70699
H 0.63519 -3.38765 -2.32100
H -0.30290 -1.23827 -4.62489
H 1.25340 -1.24361 -3.80988
H -0.77339 1.07738 -3.96655
H 0.79723 1.04945 -4.75792
H 3.22338 1.83604 -2.70346
H 2.74727 0.18170 -3.07966
H 2.95261 1.45878 -0.28824
H 3.98970 0.17418 -0.89859
C 0.31028 -0.76365 4.57642
C 0.18335 0.38544 3.61711
C 0.18132 1.71636 4.03857
C 0.05400 2.73445 3.11825
C -0.06811 2.40531 1.77508
Br -0.22019 3.75800 0.51040
N -0.04899 1.14285 1.34357
C 0.06801 0.16078 2.26184
H 0.18550 -0.42763 5.60330
H 1.29381 -1.22885 4.49716
H -0.44058 -1.52842 4.37851
H 0.27588 1.95094 5.09146
H 0.04787 3.77239 3.41564
H 0.01595 -0.85137 1.88917
C -3.64061 -1.63811 1.33034
C -3.02182 -0.59648 0.44522
O -3.78620 0.24799 -0.07941
O -1.75408 -0.68928 0.29933
H -4.62259 -1.31430 1.66134
H -2.99093 -1.84501 2.17743
H -3.75286 -2.55659 0.75119
O -3.30764 2.86871 -0.33374
S -3.29144 1.79443 -1.28050
N -1.81534 1.35114 -1.63378

Cartesian forces, eV/Å:
0.7 -0.9 0.7
0.0 0.1 -0.2
-0.1 -0.2 0.0
-0.1 0.1 -0.7
0.1 -0.1 0.0
-0.1 0.0 -0.1
-0.1 0.3 0.2
0.0 -0.1 0.0
-0.1 0.1 0.0
-0.5 -0.3 0.4
0.0 0.0 0.0
0.0 0.0 0.0
0.0 0.0 0.0
0.0 0.0 0.0
0.0 0.0 0.1
0.0 0.1 0.0
0.0 0.0 0.0
0.1 0.0 0.0
0.0 0.0 0.0
0.0 0.0 0.0
0.0 0.0 0.0
0.0 0.0 0.0
0.0 0.0 0.0
0.0 0.1 0.1
0.0 -0.1 0.0
0.0 0.0 -0.1
0.2 0.0 0.1
0.1 0.2 -0.3
-0.2 0.5 -0.6
-0.2 0.0 0.0
0.0 0.0 0.0
0.0 0.0 0.0
0.0 0.0 0.0
0.0 0.0 0.0
0.0 0.0 0.0
0.1 0.0 0.0
-0.1 0.1 0.0
0.1 -0.2 0.1
0.0 0.2 -0.2
0.3 -0.3 0.1
0.0 0.0 0.0
0.0 0.0 0.0
0.0 0.0 0.0
0.1 0.1 0.1
-0.1 -0.7 0.1
-0.2 0.7 0.1

Löwdin population analysis, charges in e, atoms 1 to 5:
1. Ir 0.882
2. C -0.419
3. C -0.435
4. S 0.929
5. C -0.405

=====

A gas-phase ion, C5H12NS2 (charge -1) in a non-equilibrium geometry, computed with ωB97M-V with the def2-TZVPD basis set.

For the HOMO-LUMO gap, the calculation gives 5.39 eV. The total energy comes out at -1048.769762 hartree. The calculation puts the HOMO energy at -2.36 eV. As for the total charge: -1. The value obtained for the LUMO energy is 3.03 eV. Its energy above the lowest of the compared OMol25 structures with the same formula, charge and spin is 2.2392 eV.

Positions of all 20 atoms, in Å:
S -0.16950 3.02300 -0.80560
C 0.00129 1.15178 -1.01543
C -0.36525 0.30162 -2.35615
C -1.18440 -1.01219 -1.94398
N -0.47236 -1.74174 -0.92518
C -0.64473 -1.31407 0.55616
C 0.72508 -1.62040 1.36097
S 1.09313 -0.83872 2.87277
H -1.01119 1.01664 -0.53738
H 0.82484 0.67485 -0.39244
H -0.85423 0.97584 -3.12197
H 0.53356 -0.25495 -2.81712
H -2.12122 -0.63139 -1.50283
H -1.56864 -1.69320 -2.77916
H 0.45060 -1.84755 -1.05571
H -0.83743 -0.25107 0.64288
H -1.43040 -2.09100 0.96536
H 0.62237 -2.72695 1.46162
H 1.51202 -1.31539 0.59383
H 1.21618 0.34756 2.33506

Cartesian forces, eV/Å:
0.9 -0.6 -0.8
-2.6 -0.4 0.1
1.4 -1.0 -0.3
-0.9 1.8 -0.1
-3.8 0.0 3.1
0.0 -2.5 -0.1
-1.1 -1.0 -4.0
-0.3 -0.3 1.3
1.4 -0.4 0.1
-0.9 0.6 -0.9
0.4 -0.9 0.8
-0.7 1.5 0.3
0.1 -0.3 0.1
1.1 0.9 0.7
3.9 -0.2 -1.2
-0.7 -0.4 0.2
1.1 2.2 -0.4
1.0 0.8 0.2
-0.6 -0.8 1.1
0.1 1.0 -0.2

Löwdin population analysis, charges in e, atoms 1 to 5:
1. S -0.018
2. C -0.759
3. C -0.230
4. C -0.284
5. N -0.091

=====

11 unconnected molecules or ions with the total composition C42H54Cl2F30O20 in a non-equilibrium geometry, computed with ωB97M-V with the def2-TZVPD basis set.

For the HOMO-LUMO gap (alpha / beta), the calculation gives 9.16 / 2.24 eV. The total energy comes out at -7053.592044 hartree. The calculation puts the HOMO energy (alpha / beta) at -12.49 / -12.49 eV. As for the total charge: +1. Its expectation value of S² is 0.7553. As for the multiplicity: 2. The value obtained for the LUMO energy (alpha / beta) is -3.33 / -10.26 eV.

Positions of all 148 atoms, in Å:
C -0.95433 8.89095 1.62134
C -1.59471 7.68505 0.95257
O -0.84283 7.48383 -0.29993
C -0.77849 6.26028 -0.83686
O -1.24136 5.20055 -0.33894
C -0.16844 6.26614 -2.29139
F -0.72629 5.53589 -3.20360
F -0.06739 7.48565 -2.79745
F 1.04740 5.71190 -2.20827
H 0.07750 8.70215 1.91760
H -1.47943 9.02609 2.56691
H -1.14132 9.75950 0.98988
H -2.65808 7.72453 0.71636
H -1.46384 6.78917 1.55952
C -2.06492 8.93395 6.05477
C -2.67896 9.94251 6.97248
O -1.78426 10.53548 7.92349
C -1.28494 9.81870 9.00667
O -1.47491 8.55195 9.11517
C -0.48146 10.62846 10.06515
F -1.31783 10.90039 11.07717
F 0.49716 9.84966 10.61508
F 0.05502 11.79340 9.61136
H -2.70786 8.70956 5.20367
H -1.91404 7.96378 6.52815
H -1.06394 9.21243 5.72524
H -3.50804 9.46755 7.49702
H -3.00442 10.79421 6.37516
C 4.04754 9.55985 8.42497
C 4.78781 8.46374 7.58544
O 4.66676 8.54430 6.15066
C 5.50348 9.43990 5.48680
O 6.17301 10.32656 5.99000
C 5.39775 9.15205 3.96902
F 6.63910 9.10956 3.38657
F 4.79658 8.05069 3.55458
F 4.78289 10.23554 3.39164
H 3.75275 9.30120 9.44199
H 3.03847 9.66715 8.02701
H 4.51373 10.53015 8.25385
H 4.41285 7.45987 7.78479
H 5.82025 8.56010 7.92145
C 0.91276 2.23942 -3.15861
C 1.82986 2.18724 -1.90925
O 3.08788 2.70339 -2.26703
C 3.57569 3.90329 -1.79313
O 2.98252 4.53626 -0.93344
C 5.01940 4.23057 -2.29785
F 4.94448 5.44090 -2.88970
F 5.81424 4.40093 -1.21966
F 5.54735 3.34550 -3.15382
H 1.40172 1.83772 -4.04610
H 0.62555 3.26982 -3.36803
H 0.03969 1.59140 -3.08164
H 1.97422 1.12169 -1.73073
H 1.31651 2.65609 -1.06975
C 2.39059 6.28382 2.30748
C 1.48183 5.27085 2.91513
O 1.63873 5.08501 4.28278
C 1.19797 5.97841 5.25528
O 0.58967 7.02443 5.04021
C 1.62505 5.57744 6.68486
F 2.94847 5.71323 6.88107
F 1.08944 6.43562 7.51669
F 1.18442 4.37859 6.97951
H 2.37360 7.29498 2.71412
H 2.43954 6.22769 1.22003
H 3.34930 5.86865 2.61833
H 1.59143 4.32271 2.38870
H 0.49539 5.53257 2.53232
C 1.38937 10.31785 4.97338
C 1.07339 11.87226 5.07491
O 1.92929 12.47899 6.03037
C 2.03443 13.83216 6.17130
O 1.29981 14.63397 5.59741
C 2.91369 14.22422 7.33478
F 2.24475 14.55828 8.43626
F 3.64413 13.16900 7.70275
F 3.72836 15.29648 6.96344
H 0.83948 9.89865 4.13079
H 1.22617 9.80534 5.92144
H 2.44178 10.18938 4.72034
H 0.09750 12.18788 5.44386
H 1.08495 12.36039 4.10038
C 3.63377 1.97754 2.78365
C 3.78851 2.47079 1.32442
O 5.04351 1.94444 0.88163
C 5.05906 0.75279 0.13529
O 4.04471 0.15384 -0.15136
C 6.43713 0.21508 -0.28929
F 6.79368 -0.92368 0.38570
F 6.44952 -0.10543 -1.62943
F 7.43224 1.07412 -0.15162
H 4.39369 2.43225 3.41915
H 3.77865 0.89754 2.81011
H 2.61899 2.10159 3.16168
H 3.80419 3.55883 1.26091
H 2.95394 2.14360 0.70432
C 1.53633 -1.03852 1.77134
C 0.75174 -0.36975 2.86901
O -0.55711 0.13171 2.57599
C -0.63956 1.29515 1.85597
O 0.28904 2.01357 1.49486
C -2.13704 1.62632 1.51098
F -2.41167 2.90242 1.53379
F -2.40069 1.18725 0.30450
F -3.08798 1.03541 2.27890
H 0.95124 -1.73625 1.17222
H 2.43075 -1.59287 2.05562
H 2.02971 -0.27481 1.17017
H 1.39262 0.34638 3.38332
H 0.48678 -1.09744 3.63606
C 7.04635 2.96203 5.65489
C 6.12710 3.08966 6.85644
O 5.13898 2.11735 6.94050
C 4.02143 2.32884 7.62167
O 3.74608 3.32853 8.26331
C 2.99404 1.15328 7.58749
F 2.74161 0.70020 8.77674
F 1.85789 1.49359 7.03724
F 3.45186 0.13132 6.91632
H 7.76224 3.76342 5.47223
H 6.40793 3.04639 4.77546
H 7.68681 2.09381 5.81015
H 5.59008 4.03749 6.81982
H 6.75757 3.12084 7.74505
C 3.42363 8.93745 -4.77082
C 3.13886 8.27846 -3.44586
O 2.70695 9.34048 -2.66815
C 2.24093 9.09317 -1.43425
O 2.36775 7.99515 -0.82337
C 1.64794 10.32943 -0.68837
F 1.81266 10.36755 0.67643
F 2.24495 11.44017 -1.19610
F 0.36471 10.34828 -0.95555
H 3.66896 8.14735 -5.48051
H 4.35260 9.48977 -4.62919
H 2.65937 9.65687 -5.06482
H 3.99229 7.79264 -2.97285
H 2.36896 7.50780 -3.40790
Cl -1.36045 6.88625 11.82740
C -0.39682 6.01534 10.67773
C -0.27638 4.53469 11.06333
Cl 0.73590 3.68170 9.86405
H 0.56590 6.52633 10.69068
H -0.78155 6.09037 9.66066
H -1.25077 4.04711 11.03302
H 0.24389 4.39242 12.01053

Cartesian forces, eV/Å:
-1.3 -0.4 0.2
1.2 -0.9 0.0
-0.1 -0.9 -0.6
-2.7 -2.6 1.4
1.9 3.7 -1.7
1.5 -0.1 0.9
-2.3 -0.9 -0.6
0.1 0.8 0.2
0.9 0.4 0.6
0.1 0.1 -0.6
-0.2 0.2 0.1
0.6 0.1 0.2
0.1 0.5 -0.1
0.1 -0.1 0.0
1.0 -1.0 0.0
-0.7 -0.5 -0.6
2.2 -0.9 3.8
-2.0 -3.3 -3.4
0.8 4.8 0.4
0.8 0.8 1.0
0.0 0.1 -0.6
-0.7 0.7 -1.1
-0.8 -1.9 0.3
0.0 0.4 -0.1
-0.1 0.0 0.3
-0.2 0.3 -0.3
-0.1 0.4 0.2
-0.2 0.1 0.4
-1.2 -0.4 -1.9
-0.2 0.5 1.6
1.4 1.7 -0.8
-0.3 0.1 2.3
-1.5 -2.3 -1.4
1.5 1.5 -2.3
-0.8 0.1 1.1
-0.5 0.1 0.8
0.0 -0.9 0.7
1.2 -0.1 0.2
-0.2 0.1 -0.6
0.1 -0.1 0.6
0.1 0.2 0.2
0.3 -0.4 -0.6
0.3 0.2 0.0
-2.0 -1.0 -1.2
2.5 2.1 -0.1
-2.6 -1.9 1.9
1.8 -0.5 -1.8
-0.4 0.8 0.2
0.1 -0.4 -0.3
-0.2 -0.6 -0.7
-0.4 0.6 0.9
0.5 0.2 0.1
-0.2 -0.1 0.0
-0.2 0.3 0.5
0.3 0.1 0.5
0.5 0.2 0.1
2.2 -0.7 0.6
-1.9 0.8 -3.0
-0.5 0.7 3.8
-0.3 1.4 -3.5
1.3 -2.5 0.6
0.7 0.7 -1.0
-0.2 -0.8 -0.5
-1.1 0.9 1.1
0.2 -0.9 0.1
-0.5 0.0 -0.2
-0.5 0.3 0.0
0.7 0.5 -0.1
0.6 -0.3 0.6
-0.8 0.1 1.2
0.1 2.0 0.1
-0.8 -0.5 -0.2
2.2 1.2 0.7
-4.1 0.1 -1.9
2.1 -1.6 1.0
2.0 0.7 0.4
-0.4 0.5 -0.5
0.8 0.3 -0.3
-1.3 -1.9 0.7
-0.3 -0.1 0.3
-0.3 0.0 -0.2
0.1 0.2 0.0
-0.6 -0.9 0.0
0.7 0.0 -0.1
-0.2 -0.1 -0.7
-0.7 -0.7 1.2
1.6 -1.8 -2.1
-2.9 1.2 1.2
1.7 0.6 0.2
1.8 -1.1 -1.3
-1.0 1.2 -0.4
-0.8 0.2 1.5
-0.2 0.4 0.6
-0.2 0.1 0.1
0.2 -0.1 -0.1
0.1 0.6 0.1
0.5 -0.1 -0.1
0.2 -0.3 0.0
0.3 0.5 -1.1
0.7 -1.4 1.7
-0.2 2.2 -1.9
1.5 0.1 0.5
-2.1 -1.7 0.8
-1.1 -0.9 0.5
0.6 1.3 0.3
0.5 -0.5 -1.6
1.0 -0.1 0.6
-0.1 0.3 -0.1
-0.3 -0.2 1.0
-0.6 0.0 -0.6
-0.4 0.5 -0.2
0.2 -0.1 0.0
-0.5 -0.2 -0.1
1.3 3.0 0.4
-1.4 -2.3 -0.2
0.0 1.7 0.9
0.3 -1.3 -0.8
1.4 -0.1 -0.8
-0.3 0.1 2.3
-1.2 1.1 -0.6
1.0 -1.1 -1.3
-0.2 0.5 0.9
0.3 -1.0 -0.4
-0.4 -0.4 -0.8
0.2 0.3 0.0
-0.3 -0.3 0.4
1.1 -0.7 0.2
0.0 -1.3 -0.4
-1.9 2.0 3.3
2.1 -3.8 2.2
-0.8 3.7 -2.3
1.5 0.6 -0.3
0.0 -0.5 -1.8
-0.6 -0.5 0.6
-0.9 0.4 0.1
-0.4 0.3 -0.4
0.0 0.2 -0.1
-0.1 -0.5 -0.2
0.3 0.2 -0.2
-0.1 0.0 -0.5
-0.4 0.1 -0.4
1.1 1.0 -0.8
0.4 -1.7 0.0
-0.3 0.6 0.4
0.1 -0.3 0.0
-0.5 0.0 0.2
0.1 0.2 0.2
-0.3 0.2 0.0

Löwdin population analysis, charges in e, atoms 1 to 5:
1. C -0.053
2. C -0.155
3. O 0.008
4. C -0.296
5. O 0.100